No. 1
C6H9N | ωB97M-V with the def2-TZVPD basis set

```
! wB97M-V def2-TZVPD RIJCOSX def2/J DEFGRID3
* xyz 0 1
N 1.79 0.27 2.07
C 2.33 0.79 -0.40
C -1.18 -1.20 1.82
C -1.43 -0.25 -0.58
C -1.51 0.33 -1.93
C 1.99 0.43 0.96
C -1.21 -0.64 0.50
H 1.84 0.08 -1.04
H 1.92 1.76 -0.68
H -2.20 -1.61 2.17
H -2.32 1.01 -2.25
H -0.97 -0.42 2.63
H -1.55 -0.49 -2.72
H -0.62 0.90 -2.15
H 3.45 1.00 -0.49
H -0.34 -1.94 2.09
*
```

Computed properties:
Relative energy (zero: lowest compared OMol25 entry of this formula, charge and spin) (eV): 2.809
Orbital gap (eV): 10.18
LUMO energy (eV): 0.7
SMILES: CC#CC.CC#N
HOMO level (eV): -9.4659
Calculated total energy (a.u.): -288.678816

=====

No. 2
C4H10N2O | ωB97M-V with the def2-TZVPD basis set

```
! wB97M-V def2-TZVPD RIJCOSX def2/J DEFGRID3
* xyz 0 1
O 1.05 1.20 0.14
N -1.00 -1.00 -0.97
N 1.87 -0.61 -1.11
C -0.92 -0.68 1.50
C -0.63 1.70 -0.24
C 1.17 -0.15 0.07
C -0.39 -0.55 0.09
H -0.32 -1.28 -1.69
H 1.79 -1.61 -1.24
H -0.41 0.00 2.17
H 1.64 -0.59 0.96
H -0.52 2.65 0.28
H -1.66 1.44 -0.01
H -0.50 1.76 -1.32
H -1.99 -0.45 1.51
H -0.75 -1.70 1.83
H 1.56 -0.12 -1.94
*
```

Computed properties:
Relative energy (zero: lowest compared OMol25 entry of this formula, charge and spin) (eV): 4.714
Orbital gap (eV): 9.20
LUMO energy (eV): 0.2
HOMO level (eV): -9.0348
Calculated total energy (a.u.): -343.028209

=====

No. 3
C9H17N2O2S | ωB97M-V with the def2-TZVPD basis set

```
! wB97M-V def2-TZVPD RIJCOSX def2/J DEFGRID3
* xyz 1 1
S 0.02 -0.68 -0.67
O -0.46 -0.72 -1.97
O -0.04 -1.75 0.30
N -3.55 0.27 -0.13
N 1.32 0.24 -0.70
C 3.06 -1.48 -0.39
C -1.89 0.22 1.33
C -4.91 -0.07 -0.57
C 3.59 1.04 -0.41
C -2.50 0.73 -0.78
C -1.33 0.68 0.07
C 2.30 0.18 1.55
C 2.60 0.00 0.03
C -3.21 -0.01 1.22
H 1.29 0.75 1.54
H 3.12 0.89 1.92
H 3.54 -1.45 -1.31
H 2.24 -0.75 2.09
H 3.76 -1.90 0.42
H -4.97 -0.58 -1.52
H -0.71 1.54 0.02
H 3.52 1.92 0.18
H -1.25 0.22 2.23
H 1.32 0.38 -1.68
H 2.10 -2.00 -0.48
H -2.41 0.78 -1.86
H 3.47 1.29 -1.50
H -5.36 0.91 -0.63
H 4.56 0.50 -0.32
H -5.36 -0.69 0.16
H -3.87 -0.46 1.88
*
```

Computed properties:
Relative energy (zero: lowest compared OMol25 entry of this formula, charge and spin) (eV): 0.499
Orbital gap (eV): 8.99
LUMO energy (eV): -4.8
SMILES: C[N+]1=C[C@H](S(=O)(=O)NC(C)(C)C)C=C1
HOMO level (eV): -13.7825
Calculated total energy (a.u.): -1010.961835